1.
59
Properties=species:S:1:pos:R:3:lowdin_charge:R:1 method="wB97M-V/def2-TZVPD" lumo_ev="2.566 / 2.561" e_above_lowest_kj_mol=0.0 total_charge=-1 multiplicity=2 gap_ha="0.14651 / 0.28239" total_energy_ev=-38457.6575 homo_ev="-1.4 / -5.1"
H -0.9654 -0.1676 -0.2767 0.113
N 1.7556 -0.6869 -1.0364 -0.001
H -0.2809 -2.8539 3.0531 0.021
H -3.9698 -1.5136 1.4748 0.056
O -1.3522 -0.0045 -4.1393 -0.076
C -1.6643 1.9423 1.5361 -0.352
H -1.6338 2.8160 2.1946 0.062
H 1.9780 1.1933 2.6914 0.027
O 0.3793 -3.5361 2.7871 -0.129
O -2.2316 -1.6945 -2.3294 -0.065
H -2.1066 -0.0807 -4.7362 0.055
H 0.1139 -3.7666 1.8849 -0.029
O -0.2948 -3.2774 -1.2793 -0.073
O -2.6136 1.0655 1.7491 -0.227
O 3.4372 -0.8552 0.9078 -0.112
O 0.0783 2.1487 -4.9257 -0.075
C -0.1366 0.4360 0.1081 -0.355
C -0.6518 1.8325 0.4267 -0.184
N 0.3567 -0.2466 1.3180 0.055
H -1.4944 -2.5203 1.3706 0.061
H -0.3033 1.3282 -4.5472 0.007
H -0.4112 -3.0805 -0.3084 0.018
H 1.4556 -0.4572 3.6928 0.025
H 0.1935 2.4720 0.7003 0.094
H -0.3604 -4.2252 -1.3518 0.051
H -0.6730 2.7532 -4.9746 0.041
H 1.7910 -2.5353 3.0961 0.007
H -1.1249 2.2596 -0.4780 0.111
H 1.1952 -1.5184 -1.1794 0.065
H -1.5806 -0.6004 -3.3920 -0.005
H 1.1560 3.1457 -4.0070 0.007
O -3.0520 -1.3596 1.2260 -0.118
H 0.4654 0.7836 -1.8947 0.107
O -1.3030 -1.4648 3.4135 -0.054
C 0.9647 0.5428 -0.9502 -0.198
O 2.6840 1.5191 2.0820 -0.061
H 2.4205 -0.6467 -1.7926 0.086
H -1.5041 -2.2982 -2.0406 0.018
O -1.1322 4.6294 -3.4263 -0.078
H 2.1809 4.3632 -4.0633 0.046
H 1.3658 -0.3289 1.2810 0.043
O 2.4369 -1.8199 3.2670 -0.087
H -1.8959 -1.5982 4.1456 0.080
H -0.0629 -0.1393 3.7815 0.030
H -1.2967 5.5530 -3.5899 0.016
H 2.3573 2.3226 1.6707 0.047
H -1.9003 -1.4314 2.6258 0.032
H 3.3206 0.0758 1.2209 0.016
H 0.1132 0.2963 2.1485 0.038
H -2.5372 -1.2957 -1.5122 0.038
O -0.5667 -2.8069 1.2873 -0.145
H 2.8823 -1.6361 2.4155 0.008
H -2.8784 -0.3555 1.3419 -0.007
H -0.1576 4.5163 -3.5009 -0.012
H 3.1503 -0.8284 -0.0104 -0.018
H -0.0743 -1.9268 1.3526 0.069
O 1.5206 3.9242 -3.5203 -0.082
O 0.8071 0.2905 3.6942 -0.120
H 1.6504 1.3474 -0.6827 0.113


2.
15
Properties=species:S:1:pos:R:3:lowdin_charge:R:1 method="wB97M-V/def2-TZVPD" lumo_ev=2.550 e_above_lowest_kj_mol=418.7 total_charge=-1 gap_ha=0.17860 total_energy_ev=-7372.8482 homo_ev=-2.3
H 1.2989 -0.7423 1.2066 0.064
C -0.0017 0.0117 -0.3955 -0.300
C 1.3673 -0.2252 0.2556 -0.122
H 2.0666 0.5993 0.4237 0.041
H -2.8132 0.8508 -1.2535 0.050
H 5.1118 0.6093 -0.0640 -0.227
O 4.3276 0.5509 0.4922 -0.637
H 0.1048 0.6694 -1.2561 0.119
C -2.2732 -0.1672 0.6627 -0.224
C -1.0243 0.4724 0.5560 0.010
C -2.9927 0.1346 -0.4643 -0.059
H -2.7638 -0.6276 1.5019 0.096
H 1.9494 -0.8776 -0.3861 0.065
H -3.9918 -0.2834 -0.5417 0.030
H -0.3656 -0.9749 -0.7374 0.094


3.
37
Properties=species:S:1:pos:R:3:lowdin_charge:R:1 method="wB97M-V/def2-TZVPD" lumo_ev=-0.396 e_above_lowest_kj_mol=0.0 total_charge=-1 gap_ha=0.23109 total_energy_ev=-85429.3395 homo_ev=-6.7
O 3.8231 -0.3543 -0.7687 -0.071
Ca -0.0417 2.7405 1.8655 1.609
N -1.9542 -1.1872 -4.7358 -0.597
H -0.2921 0.0667 2.8726 0.059
O 1.1612 -0.0634 0.1866 0.014
O -3.1991 0.4336 2.7103 -0.037
H 2.6847 -0.8766 4.0507 0.025
O -0.2365 -4.1522 2.5662 0.054
O 2.4966 4.3656 -1.2364 0.000
O -1.2772 -1.3692 -3.6307 -0.170
O -0.7748 1.0233 0.2868 -0.118
O 0.0910 0.9256 3.2231 -0.185
O -1.2567 -3.0576 1.0182 -0.233
O -0.2495 1.7356 -3.0891 -0.062
O -0.6689 -0.8270 -0.8662 -0.228
N 1.3268 4.0898 -1.0014 -0.594
H 4.2232 0.5099 -0.9296 0.031
N -0.6498 -3.0914 2.1543 -0.572
O -0.5039 -2.0486 2.8090 -0.021
H 1.4468 -2.2595 -1.0791 -0.001
O -4.5747 2.0369 2.2133 -0.002
O -2.4310 2.4252 2.2377 -0.230
Ca -2.4841 -2.2550 -0.9924 1.681
H 1.7409 -1.0563 2.8607 -0.009
N -3.4284 1.6186 2.3930 -0.583
N -0.0686 0.0247 -0.1133 -0.435
H 0.6249 1.4397 -3.3699 0.041
O 1.0840 3.1976 -0.0736 -0.293
H 2.8986 -0.1503 -0.5296 -0.012
O -2.0750 -0.0704 -5.2155 0.014
H 0.1021 0.8163 4.1821 0.084
O -2.5010 -2.1888 -5.2963 -0.083
O 0.3913 4.6124 -1.5757 0.025
O 2.4898 -1.4680 3.3156 -0.054
H 1.0407 -3.5377 -1.8202 0.019
H -0.7528 0.9160 -2.9774 -0.008
O 1.7945 -2.9648 -1.6445 -0.054


4.
62
Properties=species:S:1:pos:R:3:lowdin_charge:R:1 method="wB97M-V/def2-TZVPD" lumo_ev=-4.647 e_above_lowest_kj_mol=151.2 total_charge=+1 gap_ha=0.23810 total_energy_ev=-35784.0297 homo_ev=-11.1
H -4.4394 -0.5435 1.6780 0.086
H -3.8858 0.8339 -1.3005 0.100
H 4.0401 -4.7033 1.2059 0.084
C 3.2734 -3.5302 -0.4726 -0.365
H -5.4923 -0.2926 0.2818 0.096
C -0.4140 -2.5052 1.1082 -0.319
H 0.1351 -0.0759 2.9553 0.133
H -0.2609 2.0657 3.5531 0.142
H 2.0645 -2.6150 -2.0409 0.088
C -4.7244 -0.9434 0.7019 -0.036
H -1.0853 -4.4406 1.9279 0.121
C 2.5507 1.9865 -0.7907 -0.044
C 3.6665 -2.2051 0.2086 -0.121
H 3.3415 2.1637 2.5884 0.092
H -2.1862 0.4409 -1.2023 0.065
H -3.0925 -1.7973 -2.2376 0.095
C 2.0689 -3.5110 -1.4170 -0.053
H 2.1368 -4.3753 -2.0787 0.091
C 0.9710 -2.3225 1.1563 -0.086
O -0.5364 2.1104 0.4929 -0.225
Ir -0.0336 0.2125 0.4822 1.429
H 5.3296 1.2369 0.9314 0.121
H 3.3824 -5.6621 -0.1195 0.089
H -3.0432 1.0757 0.2213 0.075
C -3.5227 -1.0084 -0.2501 -0.544
C 5.6428 -0.8705 0.7192 -0.044
C -0.9710 1.7038 2.8123 -0.067
C 3.2448 -4.7498 0.4617 -0.056
C 3.0841 2.5565 1.6037 -0.042
H 3.9473 3.1001 1.2169 0.091
H -4.1968 -2.8033 -1.2939 0.088
C -3.9182 -1.7749 -1.5242 -0.029
N 1.4388 -1.2156 0.6468 -0.054
C -2.4110 -1.7927 0.4185 -0.222
H -3.4991 -3.5853 1.1004 0.118
C -1.3212 -3.5005 1.4551 0.013
C 2.6655 1.4514 0.6420 -0.412
H 1.6724 1.1099 0.9615 0.027
H 2.0946 1.2520 -1.4636 0.081
C 4.8632 0.2702 0.7923 -0.020
H 2.2752 3.2819 1.7118 0.086
H -4.7709 -1.2867 -1.9990 0.095
H 1.1053 -3.5839 -0.9170 0.060
H 2.2938 -4.8582 0.9873 0.065
C -3.1243 0.4128 -0.6434 -0.058
H 3.5442 2.2128 -1.1798 0.097
H 5.6673 -2.9358 0.2027 0.126
C -0.9639 2.6724 1.6322 -0.598
C 3.4866 0.1855 0.6711 -0.146
H -5.1682 -1.9270 0.8559 0.085
H -1.4082 -0.3000 2.4289 0.121
H 1.9511 2.8972 -0.8156 0.088
H -1.9649 1.7108 3.2546 0.142
C 2.8773 -1.0745 0.5040 -0.122
O -1.2828 3.8146 1.7348 0.149
C 5.0440 -2.0691 0.3904 -0.031
N -1.0922 -1.4694 0.4702 -0.083
N -0.6007 0.3243 2.3776 -0.030
H 6.7153 -0.8116 0.8451 0.116
C -2.5645 -3.0545 1.0182 -0.013
H 1.6379 -3.0517 1.5946 0.136
H 4.1285 -3.6959 -1.1310 0.130